26
Properties=species:S:1:pos:R:3 method="wB97M-V/def2-TZVPD" relative_energy_ev=3.301 gap_ev="8.3204 / 8.3194" smiles="CC1(C)CC(C)(C)[N+]([O-])=C1C#N" lumo_ev="-0.37 / -0.38"
C -0.718 1.978 1.152
C -0.455 1.098 -0.095
C -0.701 1.940 -1.411
C 0.945 0.388 -0.048
C 0.796 -1.110 0.023
C 1.451 -1.706 -1.198
C 1.269 -1.688 1.412
N -0.628 -1.320 -0.002
O -1.170 -2.476 -0.090
C -1.358 -0.076 0.085
C -2.750 -0.122 0.208
N -3.890 -0.301 0.237
H 0.012 2.787 1.222
H -0.697 1.338 2.052
H -1.620 2.441 1.084
H -1.635 2.383 -1.435
H -0.836 1.391 -2.264
H 0.101 2.711 -1.463
H 1.397 0.722 -0.958
H 1.709 0.624 0.735
H 1.369 -2.761 -1.181
H 2.545 -1.303 -1.320
H 0.743 -1.505 -1.999
H 1.369 -0.834 2.039
H 2.240 -2.216 1.371
H 0.515 -2.384 1.843